No. 1
Entry from the Open Molecules 2025 dataset: one molecule with the formula C5H11NO (wB97M-V/def2-TZVPD).

Computed properties:
- Relative energy (zero: lowest compared OMol25 entry of this formula, charge and spin): 2.2 kcal per mole
- HOMO: -9.6 eV
- F_max: 0.0083 Eh/bohr
- SMILES: CNC(=O)C(C)C
- E: -327.1278 Eh

Structure (ORCA input):
```
! wB97M-V def2-TZVPD RIJCOSX def2/J DEFGRID3
* xyz 0 1
C 2.817 0.478 -0.199
N 1.434 0.225 -0.531
C 0.471 -0.132 0.361
O 0.680 -0.341 1.546
C -0.932 -0.183 -0.246
C -1.611 -1.502 0.109
C -1.691 1.042 0.274
H 3.109 1.488 -0.507
H 3.484 -0.243 -0.684
H 2.928 0.390 0.883
H 1.133 0.338 -1.484
H -0.865 -0.107 -1.341
H -1.553 -1.668 1.188
H -1.116 -2.342 -0.393
H -2.663 -1.496 -0.197
H -2.725 1.052 -0.088
H -1.697 1.036 1.368
H -1.204 1.966 -0.059
*
```

=====

No. 2
Entry from the Open Molecules 2025 dataset: C19H18IN2O11P2Pd as an isolated structure (wB97M-V/def2-TZVPD).

Computed properties:
- Relative energy (zero: lowest compared OMol25 entry of this formula, charge and spin): 0.0 kcal per mole
- HOMO: -6.5 eV
- F_max: 0.0067 Eh/bohr
- E: -2780.7591 Eh

Structure (ORCA input):
```
! wB97M-V def2-TZVPD RIJCOSX def2/J DEFGRID3
* xyz -1 1
Pd 1.581 -1.159 1.351
O 1.780 5.052 -1.663
C 2.441 3.903 -2.171
C 2.344 2.782 -1.176
C 3.421 1.960 -0.889
C 3.231 0.833 -0.106
N 2.026 0.530 0.370
C 0.980 1.351 0.147
C 1.112 2.491 -0.612
C -0.308 0.859 0.662
C -1.506 1.518 0.486
C -2.688 0.879 0.834
C -4.027 1.515 0.540
O -3.950 2.735 -0.128
C -2.609 -0.387 1.401
C -1.375 -0.968 1.609
N -0.250 -0.352 1.241
H 1.230 5.428 -2.354
H 3.488 4.121 -2.403
H 1.950 3.549 -3.084
H 4.406 2.170 -1.283
H 4.019 0.135 0.143
H 0.259 3.110 -0.843
H -1.547 2.488 0.013
H -4.542 1.683 1.492
H -4.620 0.772 -0.011
H -3.550 2.583 -1.024
H -3.502 -0.937 1.666
H -1.248 -1.945 2.057
O 5.021 -3.516 2.269
P 4.288 -2.131 2.535
O 5.190 -1.103 3.056
O 3.470 -1.813 1.265
O 3.139 -2.537 3.633
P 1.962 -3.564 3.207
O 1.252 -3.877 4.606
O 2.555 -4.785 2.611
O 0.937 -2.750 2.426
H 4.340 -4.218 2.185
H 1.608 -4.698 4.963
I -3.296 -4.511 -1.096
C -2.766 -2.569 -1.666
C -1.428 -2.209 -1.700
C -1.091 -0.908 -2.050
C -2.072 0.035 -2.331
C -3.407 -0.355 -2.307
C -3.762 -1.657 -1.984
C -1.690 1.496 -2.578
O -2.618 2.338 -2.425
O -0.499 1.721 -2.848
H -0.657 -2.925 -1.446
H -0.054 -0.599 -2.092
H -4.161 0.388 -2.532
H -4.802 -1.955 -1.965
*
```

=====

No. 3
Entry from the Open Molecules 2025 dataset: one molecule with the formula C3H4O2 in a non-equilibrium geometry (wB97M-V/def2-TZVPD).

Computed properties:
- Relative energy (zero: lowest compared OMol25 entry of this formula, charge and spin): 78.6 kcal per mole
- HOMO: -7.9 eV
- F_max: 0.0915 Eh/bohr
- SMILES: O=C1C[C@@H]1O
- E: -267.0675 Eh

Structure (ORCA input):
```
! wB97M-V def2-TZVPD RIJCOSX def2/J DEFGRID3
* xyz 0 1
O -1.657 0.980 -1.278
C -0.773 0.677 -0.537
C 0.538 0.732 -0.016
C -0.155 -0.492 0.561
O -0.145 -1.791 0.082
H 1.358 0.669 -0.642
H 0.684 1.371 0.809
H -0.503 -0.457 1.508
H 0.652 -1.690 -0.488
*
```

=====

No. 4
Entry from the Open Molecules 2025 dataset: a 3-piece molecular cluster, C5H7Cl3 overall in a non-equilibrium geometry (wB97M-V/def2-TZVPD).

Computed properties:
- Relative energy (zero: lowest compared OMol25 entry of this formula, charge and spin): 68.7 kcal per mole
- HOMO: -9.5 eV
- F_max: 0.0699 Eh/bohr
- SMILES: C=C(Cl)Cl.C=C=C.Cl
- E: -1575.1641 Eh

Structure (ORCA input):
```
! wB97M-V def2-TZVPD RIJCOSX def2/J DEFGRID3
* xyz 0 1
C -2.289 -0.697 1.161
C -3.004 0.034 0.338
Cl -4.713 -0.393 0.006
Cl -2.629 1.669 -0.103
H -2.718 -1.476 1.624
H -1.404 -0.324 1.609
C 1.852 -0.212 0.015
C 0.772 -0.202 -0.706
C -0.357 -0.519 -1.240
H 2.693 0.209 -0.530
H 1.877 -0.281 1.153
H -1.154 0.091 -1.589
H -0.316 -1.506 -1.697
Cl 5.253 1.870 0.465
H 6.136 1.735 -0.507
*
```

=====

No. 5
Entry from the Open Molecules 2025 dataset: a 2-piece molecular cluster, C5H12O2 overall (wB97M-V/def2-TZVPD).

Computed properties:
- Relative energy (zero: lowest compared OMol25 entry of this formula, charge and spin): 28.3 kcal per mole
- HOMO: -10.0 eV
- F_max: 0.0110 Eh/bohr
- SMILES: CCC=O.CCO
- E: -348.1596 Eh

Structure (ORCA input):
```
! wB97M-V def2-TZVPD RIJCOSX def2/J DEFGRID3
* xyz 0 1
C 0.675 0.435 3.173
C 0.721 0.642 1.658
C -0.660 0.691 1.056
O -1.036 1.521 0.261
H 0.191 1.280 3.673
H 0.118 -0.473 3.431
H 1.684 0.335 3.582
H 1.249 1.559 1.380
H 1.246 -0.202 1.186
H -1.344 -0.123 1.389
C -1.173 -0.361 -2.503
C 0.134 -0.724 -1.815
O 0.952 -1.578 -2.593
H -0.984 0.211 -3.420
H -1.728 -1.265 -2.772
H -1.791 0.261 -1.846
H 0.674 0.192 -1.528
H -0.069 -1.283 -0.893
H 1.144 -1.118 -3.420
*
```

=====

No. 6
Entry from the Open Molecules 2025 dataset: a 5-piece molecular cluster, C42H48F40N2O9S2 overall in a non-equilibrium geometry (wB97M-V/def2-TZVPD).

Computed properties:
- HOMO: -8.5 eV
- F_max: 0.0387 Eh/bohr
- SMILES: CCCCN[C@]1(CCOCC(F)(F)C(F)(F)C(F)(F)C(F)F)OC(=O)O[C@@H]1CCCSC(=S)N1CCOCC1.FC(F)C(F)(F)COC(F)(F)C(F)F.FC(F)C(F)(F)COC(F)(F)C(F)F.FC(F)C(F)(F)COC(F)(F)C(F)F.FC(F)C(F)(F)COC(F)(F)C(F)F
- E: -7206.9187 Eh

Structure (ORCA input):
```
! wB97M-V def2-TZVPD RIJCOSX def2/J DEFGRID3
* xyz 0 1
C -4.926 0.596 0.931
C -5.134 -0.928 0.990
C -3.864 -1.706 0.602
C -4.088 -3.193 0.263
N -3.599 -3.538 -1.092
C -2.256 -3.990 -1.149
C -2.006 -5.216 -0.209
C -1.056 -5.089 1.018
O -0.155 -6.184 1.158
C 1.116 -6.149 0.559
C 2.162 -6.559 1.611
F 3.274 -7.001 0.978
F 1.685 -7.587 2.332
C 2.606 -5.445 2.635
F 2.653 -5.957 3.870
F 1.676 -4.450 2.637
C 3.986 -4.741 2.425
F 4.132 -3.930 3.507
F 4.965 -5.655 2.467
C 4.133 -3.836 1.193
F 4.171 -4.598 0.080
F 5.304 -3.178 1.302
O -1.321 -2.876 -0.797
C -0.205 -3.053 -1.500
O 0.761 -2.392 -1.387
O -0.329 -4.075 -2.365
C -1.756 -4.222 -2.575
C -2.217 -3.176 -3.582
C -1.455 -3.256 -4.923
C -1.122 -1.866 -5.477
S 0.224 -1.194 -4.487
C 0.946 0.045 -5.489
S 0.425 0.463 -6.988
N 2.049 0.694 -4.897
C 3.360 0.232 -5.387
C 3.989 -0.837 -4.498
O 4.058 -0.405 -3.151
C 2.767 -0.154 -2.623
C 2.039 0.913 -3.442
H -5.471 1.108 1.734
H -3.864 0.856 1.025
H -5.290 1.015 -0.015
H -5.962 -1.221 0.326
H -5.431 -1.223 2.006
H -3.357 -1.205 -0.233
H -3.169 -1.653 1.450
H -3.577 -3.810 1.003
H -5.153 -3.453 0.334
H -3.634 -2.671 -1.622
H -2.989 -5.504 0.166
H -1.654 -6.061 -0.817
H -0.520 -4.141 1.031
H -1.647 -5.127 1.939
H 1.387 -5.181 0.126
H 1.191 -6.901 -0.238
H 3.319 -3.117 1.117
H -1.988 -5.224 -2.948
H -2.108 -2.170 -3.154
H -3.286 -3.358 -3.760
H -2.065 -3.782 -5.668
H -0.531 -3.833 -4.800
H -0.812 -1.892 -6.525
H -2.002 -1.211 -5.409
H 3.230 -0.139 -6.410
H 4.038 1.097 -5.432
H 5.024 -0.998 -4.821
H 3.448 -1.795 -4.566
H 2.191 -1.091 -2.567
H 2.909 0.213 -1.599
H 2.535 1.879 -3.271
H 1.000 1.014 -3.105
F 6.597 -3.049 7.125
C 5.317 -3.014 6.701
F 4.631 -2.139 7.472
C 4.674 -4.397 6.843
F 4.623 -4.747 8.143
F 3.389 -4.222 6.398
C 5.256 -5.527 5.993
O 6.140 -6.405 6.647
C 7.478 -6.190 6.663
F 7.840 -5.119 5.938
F 8.085 -7.275 6.118
C 8.003 -6.086 8.102
F 7.418 -5.047 8.730
F 9.336 -5.871 8.062
H 5.280 -2.679 5.661
H 4.398 -6.145 5.733
H 5.669 -5.139 5.062
H 7.794 -7.011 8.642
F -5.298 3.977 -4.256
C -4.880 5.209 -3.891
F -5.630 6.128 -4.534
C -3.417 5.403 -4.301
F -3.305 5.361 -5.640
F -3.116 6.675 -3.883
C -2.374 4.500 -3.640
O -1.948 3.407 -4.413
C -2.555 2.199 -4.337
F -3.531 2.161 -3.414
F -1.621 1.282 -3.974
C -3.068 1.751 -5.711
F -3.978 2.632 -6.167
F -3.676 0.546 -5.563
H -4.998 5.338 -2.813
H -1.489 5.126 -3.536
H -2.692 4.204 -2.639
H -2.235 1.662 -6.411
F 0.601 1.424 0.568
C -0.106 0.335 0.934
F -1.194 0.242 0.135
C -0.584 0.475 2.385
F -1.438 1.512 2.484
F -1.285 -0.681 2.619
C 0.482 0.541 3.480
O 0.778 1.831 3.948
C 1.774 2.573 3.401
F 2.444 1.909 2.444
F 2.656 2.882 4.381
C 1.234 3.910 2.871
F 0.313 3.682 1.913
F 2.257 4.606 2.331
H 0.504 -0.564 0.809
H 0.036 0.029 4.331
H 1.377 -0.012 3.191
H 0.788 4.480 3.687
F -4.992 10.864 0.133
C -4.392 11.982 0.595
F -4.992 13.056 0.039
C -2.914 11.988 0.195
F -2.804 12.038 -1.146
F -2.421 13.157 0.713
C -2.028 10.880 0.768
O -1.778 9.803 -0.100
C -2.564 8.701 -0.113
F -3.525 8.736 0.824
F -1.780 7.622 0.151
C -3.154 8.460 -1.509
F -3.923 9.502 -1.875
F -3.936 7.355 -1.436
H -4.498 12.036 1.681
H -1.058 11.352 0.915
H -2.391 10.552 1.743
H -2.358 8.316 -2.239
*
```